1.
{"formula": "C3H4FNO", "method": "wB97M-V/def2-TZVPD", "smiles": "C=C=N.O=CF", "de_lowest_ev": 2.410, "charge": 0, "gap_ev": 10.19, "elements": ["C", "C", "C", "N", "O", "F", "H", "H", "H", "H"], "xyz": [[-1.04487, -0.16107, 0.04935], [1.58428, -0.06746, -0.57509], [-1.43129, 0.03709, 1.27983], [-0.42524, -0.32736, -0.95011], [1.98598, -1.11343, -0.36771], [1.47240, 0.92468, 0.42007], [1.74221, 0.57934, -1.56406], [-1.86922, -0.62722, 2.00407], [-1.30346, 1.00712, 1.57519], [-0.71081, -0.25169, -1.87153]], "forces_ev_per_angstrom": [[-1.6, -0.3, 2.7], [1.2, 5.6, -2.6], [-0.3, -1.5, -0.8], [1.3, -0.3, -0.4], [1.3, -3.8, 1.2], [-0.4, -0.7, -0.2], [-0.7, -1.3, 1.7], [0.0, -0.5, -0.4], [0.2, 2.5, 0.9], [-1.1, 0.2, -2.0]]}

2.
{"formula": "C20H21IN4O3S", "method": "wB97M-V/def2-TZVPD", "smiles": "O=C1OC(=O)C(I)=C1S.c1cc[nH]c1.c1cc[nH]c1.c1cc[nH]c1.c1cc[nH]c1", "charge": 0, "gap_ev": 5.99, "elements": ["O", "C", "O", "C", "O", "C", "I", "C", "S", "H", "N", "C", "C", "C", "C", "H", "H", "H", "H", "H", "N", "C", "C", "C", "C", "H", "H", "H", "H", "H", "N", "C", "C", "C", "C", "H", "H", "H", "H", "H", "N", "C", "C", "C", "C", "H", "H", "H", "H", "H"], "xyz": [[0.87143, 3.69252, 0.91917], [-0.11231, 2.96955, 1.21885], [-1.08624, 3.19209, 2.26714], [-2.00471, 2.09411, 2.10714], [-3.09809, 1.98700, 2.72396], [-1.55707, 1.00314, 1.01113], [-2.53224, -0.87934, 0.51160], [-0.37221, 1.58380, 0.43015], [0.66079, 0.88550, -0.95750], [-0.04939, 1.28818, -2.10694], [-1.96027, -1.15540, -3.13606], [-0.82910, -1.77629, -3.59558], [-0.97566, -1.97918, -4.94630], [-2.23925, -1.45639, -5.31664], [-2.82299, -0.95209, -4.17991], [-2.13050, -0.88882, -2.17833], [-0.02038, -2.02076, -2.92325], [-0.25281, -2.45054, -5.59591], [-2.67356, -1.44909, -6.30554], [-3.77571, -0.46861, -4.02403], [0.95804, -3.43313, -0.03589], [0.33187, -4.64245, -0.18409], [0.52138, -5.36260, 0.96964], [1.28536, -4.55676, 1.84913], [1.53772, -3.37035, 1.20342], [0.98693, -2.70348, -0.73010], [-0.19172, -4.88582, -1.09653], [0.15040, -6.35897, 1.15986], [1.61387, -4.81550, 2.84424], [2.07945, -2.49045, 1.51741], [1.56344, 5.51252, -1.67727], [2.91958, 5.49556, -1.86233], [3.20744, 6.26729, -2.96206], [1.97965, 6.77328, -3.45529], [0.98285, 6.29326, -2.64090], [1.06903, 5.02618, -0.94447], [3.56110, 4.93614, -1.19829], [4.19286, 6.44838, -3.36570], [1.84031, 7.41788, -4.31086], [-0.08677, 6.43857, -2.66474], [-0.43072, -2.32868, 4.04487], [-1.09529, -1.33524, 4.71409], [-0.74769, -1.41067, 6.04090], [0.16449, -2.48523, 6.17713], [0.34353, -3.03123, 4.92926], [-0.49986, -2.51351, 3.05587], [-1.75820, -0.66246, 4.19001], [-1.10935, -0.76294, 6.82601], [0.63863, -2.82216, 7.08734], [0.95193, -3.85683, 4.59617]], "forces_ev_per_angstrom": [[-4.8, -2.5, 2.0], [3.5, 0.7, -1.9], [0.4, -2.6, -2.8], [-4.5, -1.7, 1.7], [5.3, 1.0, -2.5], [3.6, 3.0, -0.7], [0.9, 2.0, 0.8], [-3.5, -0.9, 1.5], [-1.3, 1.1, 0.6], [0.4, -0.2, 1.5], [0.0, 0.1, -0.1], [0.0, 0.0, 0.0], [0.2, -0.1, 0.2], [-0.2, 0.1, 0.0], [0.0, 0.0, 0.0], [0.1, -0.1, -0.2], [-0.1, 0.0, -0.1], [-0.1, 0.1, 0.1], [0.0, 0.0, 0.1], [0.1, -0.1, 0.0], [-0.1, 0.0, 0.1], [0.0, 0.0, -0.1], [-0.2, -0.1, -0.2], [0.1, 0.2, 0.1], [0.0, 0.1, 0.1], [0.0, -0.1, 0.2], [0.1, 0.0, 0.1], [0.0, 0.1, 0.0], [0.0, 0.0, -0.2], [0.0, -0.1, 0.0], [0.0, 0.0, 0.0], [0.0, -0.1, 0.0], [0.1, -0.1, 0.2], [-0.3, 0.1, 0.0], [0.0, 0.0, 0.0], [0.2, 0.1, -0.1], [-0.1, 0.1, -0.1], [-0.1, 0.0, 0.1], [0.0, -0.1, 0.1], [0.1, 0.0, 0.0], [0.0, 0.1, 0.1], [0.0, 0.0, 0.0], [-0.2, 0.2, -0.1], [0.1, -0.2, -0.1], [0.0, 0.0, 0.0], [0.1, -0.1, 0.2], [0.0, -0.1, 0.1], [0.0, -0.1, -0.1], [0.0, 0.0, -0.1], [-0.1, 0.1, 0.1]]}

3.
{"formula": "C24H58F5INO12PS8", "method": "wB97M-V/def2-TZVPD", "charge": 0, "gap_ev": 8.26, "elements": ["C", "C", "C", "I", "C", "P", "N", "O", "O", "C", "O", "O", "C", "C", "F", "F", "C", "F", "F", "F", "H", "H", "H", "H", "H", "H", "H", "H", "H", "H", "C", "S", "O", "C", "H", "H", "H", "H", "H", "H", "C", "S", "O", "C", "H", "H", "H", "H", "H", "H", "C", "S", "O", "C", "H", "H", "H", "H", "H", "H", "C", "S", "O", "C", "H", "H", "H", "H", "H", "H", "C", "S", "O", "C", "H", "H", "H", "H", "H", "H", "C", "S", "O", "C", "H", "H", "H", "H", "H", "H", "C", "S", "O", "C", "H", "H", "H", "H", "H", "H", "C", "S", "O", "C", "H", "H", "H", "H", "H", "H"], "xyz": [[2.53712, 0.72800, 1.83982], [1.89361, -0.42212, 2.61137], [1.69898, -1.76821, 1.88080], [-0.35984, -1.99078, 1.28604], [2.70009, -2.13804, 0.75964], [2.29712, -1.98210, -1.10808], [1.33467, -0.61913, -1.30887], [1.26476, -3.21762, -1.37637], [2.72798, -3.60419, 0.86373], [3.96329, -4.11073, 0.86817], [4.29606, -5.25017, 0.61612], [4.83239, -3.11339, 1.26722], [4.18304, -1.87392, 1.13244], [5.03643, -0.99170, 0.22713], [4.31439, -0.02009, -0.34738], [5.95590, -0.37401, 1.00505], [5.88186, -1.74359, -0.85665], [5.26780, -2.80820, -1.36599], [7.05467, -2.13250, -0.36214], [6.11439, -0.89454, -1.86678], [3.61506, 0.66965, 1.93783], [2.25675, 1.67225, 2.28272], [2.33379, 0.72850, 0.77905], [0.91103, -0.09183, 2.91742], [2.42701, -0.59905, 3.53788], [1.82487, -2.54144, 2.62071], [0.98332, -0.16279, -0.48148], [1.71655, 0.02831, -1.97881], [1.75044, -3.89459, -1.84960], [4.21900, -1.44804, 2.12858], [5.35267, 1.63357, -2.88232], [4.42307, 2.83742, -1.95480], [3.07570, 2.93205, -2.59114], [5.36232, 4.27694, -2.47304], [4.88750, 0.67227, -2.72692], [5.33668, 1.88148, -3.94376], [6.37794, 1.61163, -2.51860], [5.33286, 4.36327, -3.55886], [6.39170, 4.17805, -2.12981], [4.90724, 5.15500, -2.01922], [-3.24349, -4.23928, 3.19738], [-4.22059, -2.73947, 3.27526], [-3.29784, -1.58960, 3.00102], [-4.49482, -2.77856, 5.04815], [-2.92974, -4.38102, 2.16705], [-2.37206, -4.13660, 3.84572], [-3.85796, -5.08276, 3.50902], [-3.53367, -2.76435, 5.57968], [-5.06751, -3.67298, 5.29916], [-5.06853, -1.89349, 5.32344], [-3.16210, 0.39595, 7.22022], [-1.79188, -0.51058, 6.49525], [-2.09828, -1.95813, 6.66806], [-0.58075, -0.08326, 7.75420], [-4.04685, 0.22458, 6.60735], [-3.34440, 0.03603, 8.23293], [-2.92459, 1.45985, 7.22881], [-0.93477, -0.41000, 8.73207], [-0.41958, 0.99473, 7.74750], [0.34938, -0.59297, 7.51202], [10.79350, 1.89140, -5.27657], [9.24006, 1.41358, -4.51084], [8.27931, 2.52766, -4.73106], [9.81951, 1.54265, -2.81364], [10.64106, 1.91562, -6.35314], [11.08795, 2.87994, -4.92427], [11.55890, 1.15494, -5.03251], [10.18070, 2.55382, -2.62506], [10.61424, 0.81621, -2.64568], [8.98192, 1.32201, -2.15487], [-1.89892, 5.23433, -4.48216], [-0.97941, 3.69204, -4.58523], [-1.84280, 2.62843, -3.99724], [0.25405, 4.11647, -3.35735], [-2.75357, 5.16380, -5.15224], [-2.24511, 5.38672, -3.45985], [-1.25782, 6.05811, -4.79500], [-0.23603, 4.34226, -2.40975], [0.83044, 4.97430, -3.70237], [0.91923, 3.26665, -3.23199], [-4.54420, -0.37489, -6.25484], [-5.53381, 0.81052, -5.33477], [-6.87485, 0.85549, -5.97670], [-4.62877, 2.25857, -5.88260], [-4.96589, -1.36383, -6.08822], [-4.57889, -0.13510, -7.31762], [-3.51750, -0.34749, -5.88932], [-4.65943, 2.32121, -6.97131], [-3.59801, 2.19430, -5.53048], [-5.10535, 3.13801, -5.45430], [-8.91701, 0.71950, 5.06645], [-7.46554, -0.33570, 4.97737], [-6.59313, 0.01995, 6.13178], [-6.74428, 0.42758, 3.51999], [-9.48900, 0.42870, 5.94477], [-8.60889, 1.76118, 5.15626], [-9.52271, 0.57599, 4.17195], [-6.57409, 1.48774, 3.70875], [-7.41666, 0.29319, 2.67261], [-5.79448, -0.06695, 3.31444], [-6.72466, -3.64307, -1.28212], [-5.01557, -3.76570, -0.74001], [-5.04276, -4.08937, 0.71155], [-4.64345, -2.01292, -0.87072], [-7.16416, -4.63676, -1.23010], [-7.26980, -2.96486, -0.62556], [-6.75342, -3.28431, -2.31085], [-5.32669, -1.44499, -0.23938], [-4.73319, -1.70001, -1.91108], [-3.62118, -1.86063, -0.53052]], "forces_ev_per_angstrom": [[0.5, -0.4, 0.4], [-0.5, 0.2, -0.5], [0.4, 0.7, -0.1], [0.0, 0.0, 0.3], [-0.7, -1.4, 0.4], [0.7, 0.4, -1.2], [0.4, -0.3, 0.6], [-0.3, 0.3, 0.5], [-0.1, -0.6, -0.7], [1.0, -1.5, -0.1], [-0.8, 2.4, 0.7], [-0.2, -1.0, -0.7], [-0.2, 0.5, 0.6], [0.5, -0.4, 0.2], [-0.2, 0.1, -0.4], [0.2, 0.3, 0.2], [-0.1, -0.1, -0.3], [0.1, 0.0, 0.1], [-0.1, 0.1, 0.0], [0.3, -0.2, 0.1], [0.3, 0.1, -0.1], [-0.2, 0.3, 0.0], [-0.3, 0.1, -0.2], [-0.3, 0.0, 0.2], [0.3, -0.1, 0.2], [-0.1, -0.3, 0.2], [-0.4, 0.1, -0.2], [0.0, 0.2, -0.1], [0.1, -0.3, -0.1], [0.0, 0.5, 0.1], [0.0, 0.1, -0.4], [0.0, 0.1, 0.2], [0.0, 0.0, 0.0], [0.0, 0.1, -0.1], [-0.2, -0.1, 0.0], [0.0, 0.1, 0.0], [0.0, 0.0, 0.0], [0.0, -0.1, 0.0], [0.0, 0.0, 0.0], [0.0, 0.0, 0.0], [0.2, 0.0, 0.0], [-0.3, 0.0, 0.1], [0.0, 0.0, 0.0], [0.3, -0.1, 0.2], [-0.1, 0.0, 0.0], [0.0, 0.1, 0.0], [-0.1, 0.0, 0.0], [-0.4, 0.0, -0.2], [0.0, 0.0, -0.1], [0.0, 0.0, 0.0], [-0.1, 0.0, 0.0], [0.0, 0.1, -0.1], [0.3, 0.1, 0.3], [0.0, 0.0, 0.1], [0.0, 0.0, 0.0], [0.0, 0.0, 0.0], [0.0, 0.0, 0.0], [0.0, 0.0, 0.0], [0.0, 0.0, 0.0], [0.0, 0.0, 0.0], [0.1, 0.1, 0.0], [0.0, -0.1, 0.0], [0.0, 0.1, 0.1], [0.1, 0.1, 0.1], [-0.1, 0.0, 0.0], [-0.1, 0.0, 0.0], [0.0, 0.0, 0.0], [0.0, 0.0, 0.0], [0.0, 0.0, 0.0], [0.0, 0.0, 0.0], [-0.1, 0.1, 0.0], [0.1, 0.1, 0.0], [-0.1, 0.0, 0.0], [0.0, 0.0, 0.1], [0.0, 0.0, 0.0], [0.0, -0.1, 0.0], [0.0, 0.0, 0.0], [-0.1, 0.0, 0.0], [0.0, 0.0, 0.0], [0.0, 0.0, 0.0], [0.1, -0.1, -0.1], [0.0, 0.0, 0.0], [0.0, 0.0, 0.0], [0.2, 0.1, -0.1], [0.0, 0.0, 0.0], [0.0, 0.0, 0.0], [0.0, 0.0, 0.0], [-0.1, -0.1, 0.0], [0.0, 0.0, 0.1], [-0.1, 0.0, 0.1], [0.0, 0.1, 0.0], [0.0, -0.1, -0.1], [0.0, 0.1, 0.0], [0.1, 0.0, -0.1], [0.0, 0.0, 0.0], [0.1, 0.0, 0.0], [0.0, 0.0, 0.0], [0.0, 0.0, 0.1], [0.0, 0.0, 0.0], [0.0, 0.0, 0.0], [-0.1, 0.0, 0.0], [0.1, 0.1, -0.1], [-0.1, -0.1, -0.1], [0.0, 0.1, 0.0], [0.0, 0.0, 0.0], [0.0, 0.0, 0.0], [0.0, 0.0, 0.0], [0.0, -0.1, 0.0], [0.0, 0.0, 0.0], [0.0, 0.0, 0.0]]}